[1]
Computed, not measured: 2 unconnected molecules or ions with the total composition C15H30F3NO11P2S, with the ωB97M-V functional and the def2-TZVPD basis.

As for the SMILES: N=P(O)(O)[C@@H]1C[C@H](CCC(F)=C(F)F)[C@@H](COO)OS1(=O)=O.CCOP(=O)(OCC)OCC. Its HOMO-LUMO gap is 9.3 eV. The spin multiplicity is 1.

```
63
Properties=species:S:1:pos:R:3:forces:R:3:mulliken_charge:R:1
N 7.98300 1.74891 -2.07421 -0.520 -0.173 0.231 -0.862
P 7.21655 2.27038 -0.83851 1.198 -0.595 -1.672 1.158
O 8.10750 2.06089 0.46523 -1.023 0.396 0.325 -0.495
O 6.96487 3.83954 -0.95747 -0.137 -0.169 0.500 -0.525
C 5.63337 1.33179 -0.61048 -0.224 0.242 -0.314 -0.218
C 4.91293 1.08246 -1.95495 -0.390 0.353 0.485 -1.835
C 3.44052 0.73564 -1.66752 0.637 0.173 -1.283 0.655
C 2.78632 0.20676 -2.96728 0.486 -0.292 0.050 -1.401
C 2.21494 -1.20910 -2.78022 -0.216 0.537 0.312 -0.830
C 1.18315 -1.33157 -1.71396 0.134 -0.069 0.283 0.220
F -0.05713 -0.87441 -2.00971 -0.009 -0.250 -0.280 -0.347
C 1.34095 -1.88321 -0.51927 -0.352 -0.032 -0.186 0.495
F 0.32923 -2.23424 0.25159 0.387 0.347 0.200 -0.139
F 2.51463 -2.17378 0.01434 -0.172 -0.308 -0.146 -0.248
C 2.81994 2.00551 -1.08996 -0.424 -0.636 0.519 0.549
C 1.28444 2.13223 -1.25156 0.298 0.690 0.470 -0.736
O 0.63783 2.43632 -0.03473 -0.642 -0.091 -0.298 -0.209
O 0.64735 3.84315 0.17459 0.618 0.216 0.173 -0.368
O 3.08314 1.99241 0.34098 0.530 -0.419 -0.353 -0.357
S 4.61747 2.03424 0.71980 0.971 0.535 1.641 1.178
O 4.85484 1.21798 1.86817 -0.546 -0.579 -0.212 -0.680
O 4.99230 3.40792 0.91040 -0.224 0.256 -0.874 -0.670
H 7.50571 1.01532 -2.57716 0.305 -0.080 -0.149 0.268
H 7.59220 2.30718 1.25170 0.358 0.127 0.200 0.360
H 6.04496 4.07269 -1.11881 -0.050 0.195 0.248 0.374
H 5.94790 0.35816 -0.23411 -0.061 0.066 0.289 0.369
H 5.38452 0.26866 -2.50159 0.224 0.001 0.140 0.664
H 4.94863 1.97420 -2.58542 0.083 -0.070 -0.129 0.301
H 3.48608 -0.06948 -0.93202 -0.550 0.126 0.217 0.229
H 3.58772 0.10428 -3.70183 -0.130 0.105 -0.181 0.427
H 2.06599 0.89420 -3.40944 -0.135 -0.016 0.132 0.656
H 3.03372 -1.87744 -2.51330 0.007 -0.072 -0.103 0.307
H 1.75661 -1.56400 -3.70489 0.095 -0.070 -0.046 0.474
H 3.33336 2.87316 -1.51140 -0.209 0.137 -0.033 0.328
H 1.08925 2.95106 -1.94836 -0.089 -0.221 -0.264 0.418
H 0.81106 1.22463 -1.61224 0.087 -0.098 0.073 0.140
H 0.09174 4.20839 -0.53067 -0.263 -0.248 0.017 0.335
C -8.29607 -1.33080 2.35161 0.164 -0.053 0.112 -0.941
C -7.64496 -1.56730 1.00211 -0.323 -0.011 -0.046 -0.332
O -6.22509 -1.37369 1.03615 -0.193 -0.240 0.494 -0.261
P -5.29814 -2.47388 1.75273 2.605 2.465 -3.167 0.879
O -5.47392 -3.78005 1.10719 -1.060 -0.802 2.039 -0.786
O -3.85142 -1.94480 1.24586 -0.241 0.165 0.331 -0.263
C -2.86439 -2.84512 0.73821 0.131 -0.155 -0.234 -0.328
C -2.79479 -2.75212 -0.77094 -0.039 0.216 -0.098 -0.963
O -5.19314 -1.93806 3.23241 -0.984 -1.511 0.442 -0.295
C -4.39091 -0.82050 3.65355 0.250 0.349 0.621 -0.165
C -4.85330 0.51259 3.11562 -0.053 -0.031 -0.346 -0.911
H -7.96889 -2.07212 3.08327 -0.052 -0.026 -0.016 0.270
H -9.38120 -1.39098 2.26567 0.004 -0.009 -0.035 0.404
H -8.02794 -0.34985 2.74404 -0.055 0.040 -0.053 0.184
H -7.86952 -2.57112 0.63388 0.086 -0.011 0.002 0.310
H -8.02855 -0.85498 0.27287 0.124 0.031 -0.029 0.309
H -3.06827 -3.86720 1.05560 -0.166 0.022 -0.009 0.376
H -1.91038 -2.55252 1.17742 -0.063 0.092 0.067 0.271
H -3.78556 -2.86181 -1.21157 -0.017 -0.170 0.070 0.369
H -2.13576 -3.51975 -1.17984 0.003 -0.005 0.027 0.354
H -2.41441 -1.77525 -1.07230 0.038 -0.011 0.006 0.133
H -3.34175 -0.99905 3.42911 -0.060 -0.146 -0.264 0.225
H -4.47454 -0.81798 4.74060 -0.159 -0.149 -0.023 0.352
H -4.65076 0.60642 2.04973 -0.008 -0.032 -0.010 0.265
H -4.32047 1.31111 3.63336 0.010 -0.043 0.054 0.403
H -5.92348 0.64795 3.26797 0.012 0.013 0.084 0.159
```
Positions in Å, forces in eV/Å.


[2]
Computed, not measured: 2 unconnected molecules or ions with the total composition C2H12N4, with the ωB97M-V functional and the def2-TZVPD basis.

As for the SMILES: NCN.NCN. Its HOMO-LUMO gap is 9.6 eV. The spin multiplicity is 1. As for the energy relative to the best compared isomer or geometry (same formula, charge and spin): 164.5 kJ/mol.

```
18
Properties=species:S:1:pos:R:3:forces:R:3:mulliken_charge:R:1
N -2.07103 0.39877 -0.03851 0.200 -0.517 -0.498 -0.583
C -1.05789 0.86139 -1.04869 -1.150 -2.379 -0.641 0.058
N -1.35480 0.56869 -2.48979 3.080 0.531 2.421 -0.573
H -2.83547 -0.26020 -0.28520 1.429 0.209 -0.534 0.235
H -2.60389 1.17054 0.25603 -0.536 1.364 0.609 0.206
H -0.08353 0.54770 -0.68904 0.158 -0.684 -0.464 -0.177
H -0.98764 1.88798 -1.09342 -0.071 2.460 0.797 0.356
H -1.83673 1.36297 -2.76542 -1.375 1.269 -1.164 0.237
H -1.90459 -0.21601 -2.52139 -1.616 -2.193 -0.516 0.232
N 2.68623 -0.42230 0.64822 -0.980 -0.136 -1.018 -0.615
C 1.49214 -1.14793 1.18761 -1.758 1.852 -0.526 -0.441
N 0.67078 -0.29113 2.18513 2.696 -2.057 -0.862 -0.563
H 3.42294 -1.10010 0.59356 0.657 -0.143 -0.109 0.243
H 2.47325 -0.15705 -0.36347 0.499 -0.382 1.930 0.253
H 1.69230 -2.13461 1.61509 0.464 0.401 0.182 0.326
H 0.89270 -1.32931 0.27412 -0.439 -0.154 0.889 0.310
H 1.46534 0.01013 2.88379 -2.949 0.533 -1.995 0.250
H -0.06009 0.25049 1.65137 1.690 0.027 1.499 0.246
```
Positions in Å, forces in eV/Å.


[3]
Computed, not measured: a molecular structure, C32H24B3Br2F9IK2LiN3O21PS, with the ωB97M-V functional and the def2-TZVPD basis.

Its HOMO-LUMO gap is 4.7 eV. The spin multiplicity is 1.

```
100
Properties=species:S:1:pos:R:3:forces:R:3:mulliken_charge:R:1
C -0.03179 1.97311 2.15704 0.690 0.643 -0.240 -0.194
C 0.49969 2.16150 0.85326 -0.169 -0.412 0.533 -1.097
C 1.57244 1.36931 0.37151 -2.268 -0.037 0.030 0.447
C 1.70369 1.04441 -0.98353 1.001 0.088 0.693 0.004
O 0.72033 1.54206 -1.81341 -0.104 -0.545 0.089 -0.604
C -0.38664 0.69823 -1.97242 -0.610 -0.740 -0.733 -0.441
O -0.60814 0.29221 -3.07557 0.157 0.440 -0.025 -0.513
C -1.35092 0.32989 -0.86782 0.654 0.683 0.075 1.576
C -1.04490 -0.35058 0.28937 0.625 0.037 -0.195 0.039
C -2.05980 -0.64108 1.17372 0.006 -1.086 1.517 -1.123
C -3.37882 -0.31801 0.97879 -1.027 1.444 -2.138 -0.877
C -3.69764 0.40502 -0.22572 0.322 -1.000 1.462 -1.047
C -2.66920 0.68919 -1.08729 -0.480 0.728 -1.424 -0.887
C 2.80788 0.31243 -1.47552 0.081 -0.243 -0.674 0.416
C 2.93837 0.03708 -2.96811 -0.887 0.720 -0.419 -2.118
C 2.16692 -1.16158 -3.59720 0.280 -0.007 0.099 -1.122
C 1.95791 -2.43145 -2.75848 -0.706 -0.901 -1.247 0.620
F 2.91236 -2.71614 -1.83212 -0.100 0.270 0.087 0.001
Br 0.21205 -2.51420 -1.86058 0.323 0.592 0.029 -0.040
C 1.99819 -3.66740 -3.75917 0.155 0.359 2.061 0.473
F 3.28362 -3.85028 -4.09015 -0.143 0.056 -0.677 -0.161
F 1.21727 -3.49929 -4.78178 0.086 -0.193 -0.394 -0.209
Br 1.51452 -5.29082 -2.71916 2.012 -0.261 -0.662 -0.291
C 3.82152 -0.11509 -0.61142 -0.513 -0.689 -0.407 0.576
P 5.34149 -0.99097 -1.02702 0.931 1.374 -0.146 -0.071
O 5.25687 -1.64249 -2.54380 0.062 -0.194 0.697 -0.425
I 5.30271 -3.03205 0.50086 0.010 -1.063 -0.185 -0.423
C 3.66611 0.20076 0.76338 -0.308 0.908 1.381 1.439
N 4.50665 -0.09120 1.72628 1.529 -1.004 0.428 -0.659
S 4.00126 0.46802 3.14867 -1.049 0.506 -0.984 0.146
N 2.61804 1.17030 2.60370 0.181 -0.011 1.473 -0.374
C 2.55025 0.95314 1.33483 0.429 -1.149 -3.076 0.694
H -0.76864 1.18383 2.33763 1.324 -0.807 0.406 0.096
H 0.32548 2.58023 2.99753 -1.617 0.934 -0.393 -0.195
H 0.05030 2.91114 0.19163 0.875 0.767 0.510 0.620
H -0.02135 -0.64637 0.49330 -0.178 -0.059 0.144 0.898
H -1.81828 -1.17881 2.09267 0.121 0.040 -0.194 0.463
H -4.18581 -0.57847 1.65478 0.278 -0.015 0.070 0.543
H -4.69779 0.70348 -0.52553 0.071 -0.112 0.344 0.702
H -2.92358 1.20653 -2.01406 0.005 -0.083 0.166 0.689
H 3.97429 -0.00796 -3.30135 -0.162 -0.111 0.431 0.898
H 2.54162 0.93891 -3.45997 -0.064 -0.316 0.037 0.382
H 1.18618 -0.87316 -3.99164 0.161 0.078 0.336 0.608
H 2.74029 -1.46480 -4.48639 -0.029 0.031 0.268 0.572
H 4.96439 -2.56139 -2.54972 -0.407 0.183 -0.187 0.183
B 1.23498 6.22428 3.99418 -0.895 0.607 -0.660 1.392
O 0.76280 4.82875 4.10701 0.754 0.328 0.247 -0.581
C 1.68483 4.13317 4.73037 -1.003 -0.935 -0.180 0.870
O 1.62984 2.96405 4.99000 0.329 0.053 0.231 -0.604
C 2.83966 5.05165 5.07025 0.211 0.807 -0.889 0.635
O 3.85734 4.72310 5.64361 -0.668 -1.681 -4.003 -1.189
O 2.58834 6.26486 4.65483 -0.071 -0.963 0.322 -0.570
O 1.32434 6.63978 2.59178 -0.057 0.056 0.750 -0.506
C 0.53267 7.70175 2.42369 0.555 -0.179 -1.041 0.366
O 0.37867 8.28092 1.39046 -0.172 -0.011 0.126 -0.591
C -0.12066 8.03640 3.74679 -0.535 0.340 0.775 0.599
O -0.88367 8.92271 3.96018 0.020 0.024 -0.030 -0.567
O 0.31066 7.15182 4.66064 0.488 -0.224 -0.273 -0.394
C 5.40024 0.28149 7.18096 -0.071 -0.049 0.221 -0.741
N 6.25031 -0.32180 6.11912 -0.014 0.050 0.047 0.885
O 7.03426 -1.18237 6.44372 0.030 -0.059 -0.066 -0.509
O 6.08812 0.10558 4.99218 0.261 -0.089 0.212 -0.550
H 5.64233 -0.18088 8.13122 0.076 -0.042 -0.065 0.320
H 5.61434 1.34621 7.19494 -0.073 -0.009 -0.092 0.251
H 4.36317 0.09632 6.91330 0.019 0.104 -0.079 0.300
Li 6.42630 -5.15657 -1.16426 -0.246 0.419 0.323 0.878
O -0.92927 6.38692 7.29544 0.168 0.121 0.043 -0.643
H -0.56489 6.93417 6.58678 -0.085 -0.104 -0.116 0.411
H -1.84613 6.66945 7.36390 -0.006 -0.047 0.015 0.305
B 0.87050 -6.59984 -6.60216 -0.285 0.792 -0.478 0.695
O 1.71358 -7.13150 -5.49080 -0.072 -0.244 -0.138 -0.313
C 2.06187 -8.37266 -5.79410 0.436 0.205 0.843 0.595
O 2.74352 -9.08138 -5.10396 0.000 -0.071 -0.013 -0.646
C 1.45709 -8.73388 -7.14234 -0.559 -0.149 -1.113 0.529
O 1.57828 -9.78314 -7.70594 0.142 -0.087 0.193 -0.578
O 0.76794 -7.69336 -7.59413 0.339 -0.165 0.649 -0.499
F 1.47625 -5.47846 -7.16457 -0.055 -0.113 0.235 -0.335
F -0.39758 -6.25865 -6.10078 0.046 -0.013 0.303 -0.363
C -7.15962 -2.97087 -2.17875 0.018 -0.072 0.050 -0.444
C -6.74193 -1.88902 -1.52528 0.142 0.098 -0.242 -0.157
C -6.77137 -1.82532 -0.05121 -0.023 0.148 -0.159 0.424
O -6.38972 -0.82863 0.52695 -0.043 -0.150 0.336 -0.541
C -7.27545 -3.01058 0.68518 -0.015 -0.056 0.113 -0.447
C -7.69268 -4.09340 0.03553 0.021 0.010 0.059 -0.429
C -7.66734 -4.15789 -1.45089 -0.023 0.116 -0.144 0.305
O -8.04603 -5.15013 -2.03817 0.036 -0.092 0.083 -0.570
H -7.14591 -3.03322 -3.25949 -0.038 0.040 -0.002 0.511
H -6.36494 -1.01110 -2.04167 -0.132 0.016 -0.087 0.542
H -7.28563 -2.94159 1.76626 -0.010 0.034 -0.004 0.423
H -8.06664 -4.96997 0.55014 -0.023 -0.014 -0.045 0.407
K -1.16239 -5.68699 -2.40723 -1.709 -0.201 -0.241 0.856
B -6.49133 1.49752 -3.88618 -0.080 0.291 -0.112 0.466
F -6.74715 0.10438 -3.95137 0.075 -0.174 0.110 -0.413
F -7.53332 2.12965 -3.18862 0.131 -0.112 0.048 -0.395
F -5.26309 1.69701 -3.19013 -0.001 -0.134 0.088 -0.309
F -6.39311 2.02084 -5.18158 0.080 -0.094 0.126 -0.364
K 4.20799 5.41423 7.49218 1.036 1.791 4.835 1.057
O -1.76079 5.98174 0.84940 0.151 -0.048 0.073 -0.587
H -1.23400 6.78942 0.86162 -0.059 0.059 -0.125 0.311
H -1.61494 5.61780 -0.02902 -0.090 0.027 -0.023 0.292
```
Positions in Å, forces in eV/Å.


In Ha, the E_HOMO values for the records above are, in order, -0.3391, -0.3197, -0.2860.
In hartree, the DFT total energy values for the records above are, in order, -2852.40416, -302.33903, -11344.53572.